(1)
The following is a quantum chemistry calculation of a 2-piece molecular cluster, C52H62N3O3 overall, from OMol25.

HOMO-LUMO gap (eV): 2.85
Charge: +1
E_HOMO (eV): -8.5
LUMO energy (eV): -5.68

```
120
Properties=species:S:1:pos:R:3:forces:R:3:lowdin_charge:R:1
C 2.963040 -1.697612 -3.164290 -0.28 -0.03 -0.23 -0.04
C 3.310092 -2.149148 -1.748996 -0.12 -0.05 0.43 -0.53
C 2.315893 -3.173982 -1.198464 -0.50 -0.23 -0.01 -0.03
C 4.685105 -2.836024 -1.866706 0.31 0.03 0.14 -0.06
C 3.346805 -0.967042 -0.738757 -0.50 -0.47 0.23 -0.07
C 4.237870 -1.125063 0.330949 0.37 0.54 -0.24 -0.03
C 4.614489 -0.030138 1.098373 -0.52 -0.05 0.08 -0.07
C 3.989967 1.187585 0.875598 0.39 -0.22 -0.11 -0.09
C 2.984264 1.368697 -0.084085 -0.18 0.11 0.46 -0.05
C 2.607426 2.888645 -0.209614 -0.05 -0.33 0.09 -0.52
C 1.776774 3.243146 -1.427848 -0.33 0.36 -0.25 -0.06
C 3.915658 3.701116 -0.349048 0.27 0.02 -0.11 -0.05
C 1.840068 3.348372 1.038362 -0.24 0.06 0.21 -0.03
C 2.523276 0.207925 -0.780890 0.68 0.02 0.20 -0.04
N 1.284214 0.217755 -1.542086 0.34 0.19 -0.41 0.05
C 0.040359 -0.290999 -1.193089 -0.14 -0.56 0.22 -0.20
C -0.286991 -1.004709 -0.049618 0.22 -0.38 -0.38 -0.07
C -1.323261 -2.015269 -0.153257 -0.66 -0.31 0.13 -0.21
C -1.292837 -2.973521 -1.223416 0.07 0.18 0.58 -0.03
C -2.402684 -3.723505 -1.550484 -0.23 0.52 0.43 0.02
C -3.602506 -3.465742 -0.844542 1.20 0.75 0.33 -0.17
N -4.779531 -3.631054 -1.621036 -1.82 -1.13 -1.75 -0.32
O -5.906120 -3.330891 -1.177007 1.96 -0.46 -0.43 0.05
O -4.589918 -4.042152 -2.802790 -1.01 0.79 2.23 0.02
C -3.592457 -2.737937 0.372122 0.12 -0.64 -0.64 -0.01
C -2.442189 -2.056546 0.732190 0.64 -0.34 -0.17 -0.04
N -0.833412 0.048560 -2.229915 0.20 0.29 -0.02 0.08
C -2.262533 -0.162937 -2.362270 -1.22 0.07 -0.18 -0.07
C -3.184333 0.182116 -1.322498 0.07 -0.05 0.36 -0.09
C -3.116934 1.441107 -0.388343 0.37 -0.85 0.30 -0.51
C -4.158831 1.352791 0.740375 -0.20 0.22 0.16 -0.06
C -3.418279 2.649086 -1.297633 -0.12 -0.12 -0.21 -0.02
C -1.783859 1.675372 0.301703 0.30 0.37 0.47 -0.07
C -4.439403 -0.461362 -1.347800 -0.09 0.64 -0.25 -0.07
C -5.042470 -0.722784 -2.571708 0.27 0.24 0.05 -0.05
C -4.253167 -0.582358 -3.698487 0.03 -0.42 0.01 -0.03
C -2.844077 -0.627716 -3.579174 0.05 0.06 -0.30 -0.07
C -2.160512 -1.210972 -4.856652 -0.37 0.34 0.02 -0.52
C -3.034299 -2.324201 -5.469829 -0.31 -0.17 -0.09 -0.06
C -0.835439 -1.912712 -4.591679 0.44 -0.10 -0.01 -0.04
C -2.054713 -0.102782 -5.912600 0.16 0.06 -0.21 -0.03
C -0.099475 0.741232 -3.191776 0.41 -0.15 -0.14 -0.05
C 1.182009 0.754786 -2.818765 -0.11 0.75 -0.14 -0.11
H 3.588802 -0.844253 -3.460443 -0.18 -0.15 0.00 0.10
H 3.148682 -2.514858 -3.876586 -0.01 0.21 0.25 0.10
H 1.910852 -1.433486 -3.259324 0.12 0.01 -0.09 0.05
H 2.772549 -3.743914 -0.376191 -0.12 0.10 -0.21 0.09
H 1.422477 -2.678505 -0.789668 0.24 -0.19 -0.21 0.05
H 2.002096 -3.880226 -1.982699 0.13 0.09 0.23 0.10
H 4.954803 -3.396708 -0.962208 -0.01 0.15 -0.26 0.07
H 4.666651 -3.557682 -2.697275 -0.08 0.22 0.28 0.09
H 5.478910 -2.105396 -2.074833 -0.13 -0.17 0.03 0.10
H 4.696922 -2.092414 0.533183 0.03 0.36 -0.35 0.11
H 5.426201 -0.112740 1.818733 -0.27 -0.06 0.07 0.11
H 4.305570 2.052232 1.459943 -0.02 -0.35 -0.25 0.09
H 0.765808 2.826908 -1.376384 0.24 -0.05 -0.17 0.07
H 1.651205 4.336654 -1.476288 0.13 -0.29 0.06 0.10
H 2.283453 2.933958 -2.349712 -0.28 0.13 0.24 0.08
H 4.598031 3.617005 0.501928 -0.22 0.07 -0.13 0.07
H 4.480067 3.369360 -1.232381 -0.18 0.11 0.15 0.10
H 3.688972 4.766890 -0.467768 -0.08 -0.19 -0.03 0.09
H 2.455390 3.369564 1.944014 0.01 -0.04 -0.29 0.05
H 1.447501 4.363133 0.886127 0.11 -0.18 0.00 0.10
H 0.983621 2.690989 1.241458 0.08 0.09 -0.10 0.08
H 0.178995 -0.705202 0.882170 0.01 -0.22 -0.04 0.08
H -0.379362 -3.113185 -1.808161 -0.32 0.19 0.37 0.09
H -2.403187 -4.445340 -2.372727 0.01 0.51 0.30 0.13
H -4.506447 -2.694405 0.958263 0.11 0.20 -0.15 0.12
H -2.392088 -1.449006 1.642669 -0.22 -0.19 -0.33 0.11
H -3.982011 0.485845 1.401038 -0.05 0.24 -0.33 0.08
H -4.077285 2.255813 1.365134 -0.03 -0.20 -0.18 0.09
H -5.189824 1.307291 0.367803 0.28 0.02 0.10 0.09
H -2.741235 2.655909 -2.165346 -0.14 0.04 0.25 0.09
H -4.447153 2.601641 -1.677414 0.21 0.02 0.05 0.10
H -3.288785 3.594092 -0.749996 -0.05 -0.26 -0.06 0.09
H -0.968017 1.844080 -0.406570 -0.08 -0.08 0.13 0.06
H -1.863768 2.581574 0.925009 0.02 -0.17 -0.19 0.09
H -1.532076 0.837401 0.963782 0.00 0.28 -0.25 0.06
H -5.005534 -0.635801 -0.431766 0.07 0.58 -0.35 0.11
H -6.105413 -0.968900 -2.632182 0.41 0.01 0.00 0.13
H -4.734069 -0.572371 -4.678349 0.33 -0.38 0.33 0.11
H -3.997960 -1.970868 -5.847444 0.18 -0.08 0.10 0.08
H -2.501600 -2.757041 -6.325233 -0.08 0.07 0.15 0.09
H -3.225370 -3.118861 -4.740176 -0.01 0.11 -0.10 0.08
H 0.011776 -1.229339 -4.527321 -0.03 -0.11 0.14 0.06
H -0.908192 -2.520352 -3.681921 0.11 0.22 -0.23 0.07
H -0.633028 -2.602481 -5.422375 0.05 0.21 0.18 0.09
H -1.452590 0.748109 -5.584783 -0.07 -0.14 -0.12 0.06
H -1.594055 -0.507372 -6.821391 -0.09 0.10 0.05 0.09
H -3.047775 0.287471 -6.173876 0.21 -0.15 0.06 0.09
H -0.543151 1.200736 -4.049787 -0.14 -0.23 -0.09 0.11
H 2.049125 1.128961 -3.330859 -0.11 0.11 0.04 0.13
C 1.874535 5.635715 6.011588 0.02 -0.01 0.04 -0.03
O 2.618785 4.865727 5.025224 -0.48 -1.86 0.54 -0.03
C 2.342292 3.531846 4.973913 0.14 1.22 -0.18 -0.21
C 3.225979 2.689664 4.249859 -0.10 -0.11 0.22 0.01
C 2.812750 1.417484 3.933693 0.03 0.43 -0.92 0.01
C 1.511748 0.912134 4.279824 0.24 -0.49 -0.35 -0.16
C 1.058501 -0.322141 3.712547 1.43 1.39 2.32 0.17
C 0.400402 -1.258711 4.598305 -2.08 -0.64 0.56 -0.21
C 1.014337 -2.472706 5.007989 -0.25 0.55 -0.48 -0.01
C 0.416093 -3.270579 5.986839 -0.36 0.39 0.02 -0.05
C -0.860474 -2.940818 6.486171 0.35 -0.06 -0.20 -0.05
C -1.521644 -1.791111 6.024482 0.25 -0.17 0.09 -0.06
C -0.876002 -0.922913 5.143204 0.40 -0.37 -0.08 -0.04
C 0.849549 1.654832 5.310284 -0.11 0.38 0.40 0.04
C 1.222140 2.951109 5.615784 -0.16 -0.41 -0.08 0.02
H 2.186572 6.673491 5.883199 0.00 -0.28 -0.04 0.10
H 0.786485 5.554861 5.852716 0.49 0.06 -0.04 0.10
H 2.144490 5.285414 7.022568 -0.14 0.17 -0.41 0.11
H 4.203762 3.082392 3.959920 -0.34 -0.22 0.07 0.14
H 3.490716 0.734756 3.420514 -0.24 0.38 -0.15 0.11
H 1.405353 -0.582888 2.722148 0.47 -0.34 -0.03 0.13
H 1.975522 -2.725758 4.563146 -0.17 -0.12 0.23 0.12
H 0.939165 -4.153356 6.368801 -0.23 0.35 -0.27 0.12
H -1.325181 -3.599726 7.236681 0.19 0.44 -0.51 0.12
H -2.541350 -1.574016 6.362649 0.51 -0.01 -0.09 0.12
H -1.358915 0.009297 4.837181 0.04 -0.47 -0.03 0.12
H 0.023111 1.224161 5.867032 0.03 0.11 -0.30 0.12
H 0.655710 3.537796 6.337406 0.10 -0.39 -0.22 0.12
```
Positions in Å, forces in eV/Å.

(2)
The following is a quantum chemistry calculation of a 11-piece molecular cluster, C7H36O11 overall, from OMol25.

HOMO-LUMO gap (spin up / spin down) (eV): 9.30 / 2.80
Charge: +1
E_HOMO (spin up / spin down) (eV): -12.2 / -12.2
LUMO energy (spin up / spin down) (eV): -2.89 / -9.40
Spin multiplicity: 2
⟨S²⟩: 0.754

```
54
Properties=species:S:1:pos:R:3:forces:R:3:lowdin_spin:R:1
C 1.296366 3.304064 1.936784 0.46 0.17 -1.36 0.14
O 0.505686 4.105934 1.125814 -0.27 0.18 2.97 0.67
H 0.664676 2.763554 2.641704 -0.49 -0.26 0.31 0.06
H 1.954186 2.669664 1.342724 -0.23 -0.12 0.22 0.00
H 1.864216 3.975234 2.581134 0.14 0.44 0.45 0.06
H 0.635546 3.850234 0.209654 0.33 -0.62 -3.41 0.01
C 1.514306 -0.560046 3.569484 0.79 -2.04 2.07 0.00
O 2.024396 0.192944 2.551354 -0.24 2.25 -2.18 0.01
H 1.549426 -0.073646 4.544304 -0.32 0.29 0.03 0.00
H 0.518106 -0.966406 3.394724 0.03 0.37 -0.38 0.00
H 2.216356 -1.390436 3.644904 -0.43 -0.66 0.49 0.00
H 2.901526 0.512764 2.774854 0.06 -0.20 0.05 0.00
C -2.632214 1.881354 2.297454 0.24 0.07 -0.11 0.01
O -3.135104 3.083414 2.818184 -0.52 0.16 0.41 0.02
H -2.734664 1.863534 1.212434 0.27 -0.20 -0.15 0.00
H -1.593014 1.804854 2.617334 0.47 -0.40 -0.30 0.00
H -3.142874 1.010464 2.708384 -0.25 0.31 0.16 0.00
H -2.688594 3.813384 2.382994 -0.14 0.06 -0.05 0.00
C 3.250826 -1.391106 -1.234706 0.48 -0.06 1.90 0.00
O 2.536356 -2.535686 -1.575636 -1.07 -0.62 -1.41 0.00
H 2.665286 -0.809906 -0.522346 -0.03 0.29 0.26 0.00
H 4.126406 -1.780236 -0.715066 0.57 0.84 -0.11 0.00
H 3.496046 -0.700886 -2.041896 -0.04 -0.74 -0.46 0.00
H 2.566516 -3.235566 -0.919236 0.30 0.30 0.09 0.00
C 1.965386 2.440314 -1.632196 -0.09 -0.17 -0.29 0.00
O 0.960586 3.405514 -1.379146 -0.13 1.21 1.22 0.03
H 2.399216 2.663214 -2.606976 0.03 -0.46 -0.08 0.00
H 2.765846 2.539094 -0.898976 -0.17 -0.11 0.12 0.00
H 1.422116 1.497334 -1.570956 0.85 -0.48 -0.21 0.00
H 0.265966 3.237784 -2.020216 -0.69 -0.05 -0.01 0.00
C -1.648604 0.784204 -3.215096 -0.12 -0.55 0.49 0.00
O -1.346664 1.451254 -1.975476 -0.24 0.93 -0.52 0.00
H -2.142094 1.463084 -3.910576 0.56 0.41 0.15 0.00
H -0.750644 0.318824 -3.621526 -0.07 0.13 -0.29 0.00
H -2.401814 0.008014 -3.079876 0.10 -0.26 0.33 0.00
H -0.842164 0.917324 -1.357416 -0.03 -0.50 -0.07 0.00
C -0.244124 -1.288126 0.144254 1.25 -1.31 -0.20 0.00
O 0.034996 0.080664 0.303944 -0.77 0.79 0.08 0.00
H -1.056564 -1.750646 0.704714 -0.50 0.67 0.06 0.00
H -0.329604 -1.523736 -0.916546 -0.22 0.16 0.03 0.00
H 0.650916 -1.801706 0.495304 0.10 -0.49 -0.15 0.00
H 0.454466 0.169694 1.162854 0.26 0.24 0.06 0.00
O -3.699944 -2.477826 1.959934 0.37 0.05 0.05 0.00
H -4.575024 -2.587526 2.332014 -0.25 -0.19 0.15 0.00
H -3.774584 -1.709896 1.393424 -0.04 0.21 -0.22 0.00
O 1.098896 -2.018066 -3.872876 0.37 0.53 -0.32 0.00
H 0.209066 -2.291446 -3.649936 -0.31 0.04 -0.38 0.00
H 1.611856 -2.206596 -3.087026 0.31 -0.25 0.22 0.00
O -2.350444 -4.667546 0.590594 0.26 -0.13 -0.42 0.00
H -1.527304 -4.970106 0.974154 0.16 -0.23 0.07 0.00
H -2.611304 -3.925866 1.136574 -0.45 0.36 0.31 0.00
O -1.395584 -2.788476 -3.419276 -0.34 0.04 0.26 0.00
H -2.308114 -2.978666 -3.636876 -0.24 -0.02 -0.21 0.00
H -1.194474 -3.377536 -2.692106 -0.05 -0.35 0.27 0.00
```
Positions in Å, forces in eV/Å.

(3)
The following is a quantum chemistry calculation of a single C3H4N4 molecule, from OMol25.

SMILES: N[C@]12[C@@H]3N=CN1N32
HOMO-LUMO gap (eV): 10.44
Charge: 0
E_HOMO (eV): -9.5
LUMO energy (eV): 0.90

```
11
Properties=species:S:1:pos:R:3:forces:R:3:lowdin_charge:R:1
N -0.805511 -0.591657 -1.630371 -0.27 0.15 0.04 0.15
C -0.198684 -0.051951 -0.526926 -0.23 -0.04 0.17 -0.51
C 0.951808 -0.501504 0.258893 0.38 0.21 -0.25 -0.17
N 0.818348 -0.291197 1.650659 -0.36 0.62 0.15 0.09
C 0.031716 0.717015 1.678345 0.23 -0.46 0.08 -0.19
N -0.356141 1.204793 0.396198 -0.46 -0.45 -0.19 0.06
N 0.804843 0.897654 -0.505002 0.93 -0.70 0.25 0.13
H -1.463872 -1.334640 -1.452507 -0.09 0.20 -0.03 0.09
H -1.066772 0.055103 -2.360439 -0.03 -0.04 0.07 0.10
H 1.642132 -1.263383 -0.094661 -0.03 0.45 -0.15 0.13
H -0.357868 1.159767 2.585811 -0.06 0.07 -0.14 0.11
```
Positions in Å, forces in eV/Å.

Number 1: DFT total energy -2408.14583 Eh, strongest force on any atom 3.06 eV Å⁻¹. Number 2: DFT total energy -1115.43652 Eh, strongest force on any atom 3.48 eV Å⁻¹. Number 3: DFT total energy -335.61243 Eh, strongest force on any atom 1.19 eV Å⁻¹.